No. 1
DFT (the ωB97M-V functional and the def2-TZVPD basis) results for one molecule with the formula C2H4N2OS.

Structure (XYZ):
```
10
Properties=species:S:1:pos:R:3:forces:R:3:lowdin_charge:R:1
N 0.2268 1.2526 -0.3838 -2.809 1.171 0.815 0.01
O -1.2067 -0.4320 -0.9023 0.229 0.253 0.664 -0.05
C 1.3270 -1.0148 -0.2882 -2.180 1.178 0.422 -0.16
N 2.3570 -1.5407 -0.3302 -0.767 0.351 -0.041 0.07
H -0.6584 1.8951 -0.2228 2.666 -1.241 -0.128 0.15
C -0.2027 -0.0623 -0.0076 2.517 -1.597 -2.437 -0.94
H -1.3920 0.3370 -1.4907 0.538 -0.845 0.417 0.12
H 1.0415 1.5581 0.1283 -0.058 0.284 0.177 0.08
H -0.9126 -1.6876 1.7728 0.478 1.687 -0.467 -0.06
S -0.5799 -0.3055 1.7244 -0.613 -1.240 0.578 0.77
```
Positions in Å, forces in eV/Å.

The structure (SMILES) is N#C[C@@](N)(O)S. The value obtained for the LUMO energy is 0.0138 hartree. The calculation puts the HOMO energy at -10.2 eV. Its gap between HOMO and LUMO is 10.53 eV. The value obtained for the energy above the lowest of the compared OMol25 structures with the same formula, charge and spin is 287.10 kJ/mol. The charge is 0.

No. 2
DFT (the ωB97M-V functional and the def2-TZVPD basis) results for a 2-piece molecular cluster, C15H18O overall.

Structure (XYZ):
```
34
Properties=species:S:1:pos:R:3:forces:R:3:lowdin_charge:R:1
H -1.9071 -0.4916 3.4024 -5.536 1.962 -0.364 -0.02
H -0.4382 -0.1299 3.9334 -0.149 -1.669 -0.389 0.10
H -0.0774 0.9045 -3.6729 -0.499 -1.077 -0.032 0.10
H 5.1128 0.8163 -0.0692 -0.799 0.068 3.872 0.18
H -3.4470 0.9977 -0.0682 -0.525 0.939 0.244 0.10
H -1.5596 -1.3727 -4.3465 -0.435 0.350 -1.346 0.05
C -0.4056 -0.9192 1.8830 -2.328 2.192 -1.026 -0.21
H -1.0998 -1.9814 3.6481 0.507 2.014 0.374 0.11
C -0.9062 0.8236 -2.9651 -1.259 2.257 2.973 -0.06
C 3.3384 0.0729 2.4315 -3.363 -0.624 1.214 -0.03
C -1.0202 2.0585 -2.1829 0.716 -3.269 -1.733 -0.04
H -0.6827 -2.1318 -3.2186 -0.369 -0.094 1.029 0.08
C 3.5900 0.4561 1.1581 0.179 -1.265 -1.617 -0.36
H -1.9769 2.8283 -0.4275 0.299 4.065 3.204 0.04
H 2.9910 0.3281 -1.0034 -0.554 0.177 1.973 0.13
C -1.9498 2.1330 -1.1118 1.926 -2.003 -4.196 -0.09
H -1.0397 -0.1054 1.3860 0.941 -0.752 0.089 0.11
C 2.6457 0.2343 0.0985 1.934 0.751 -1.127 -0.03
H 0.6222 -0.0953 -0.4429 0.111 -0.426 0.583 0.11
O 4.8980 0.8015 0.9847 1.127 0.574 -4.807 -0.01
C -2.8464 1.1358 -0.9488 -0.742 -2.649 -0.324 -0.11
C -1.6219 -1.5723 -3.3079 -0.664 0.137 0.287 -0.06
C 1.0328 -0.4185 1.7104 -0.518 -1.831 1.143 -0.23
H -0.1144 2.5135 -2.6106 -0.874 1.925 1.566 0.09
C -1.0246 -0.8784 3.3010 6.042 -3.544 0.428 -0.10
H -3.5732 -0.7953 -1.4648 0.454 -0.043 -0.415 0.11
C -2.8434 -0.0278 -1.7326 1.748 0.570 0.321 -0.04
C 1.3518 -0.1331 0.3773 0.915 0.661 0.338 -0.07
H -0.7160 -1.7927 1.2135 0.880 0.676 1.333 0.13
H 4.0499 0.2208 3.2248 0.306 -0.149 -0.038 0.11
H 1.9057 -0.6837 3.8027 -0.701 -0.131 -0.705 0.11
C 2.0210 -0.4326 2.7403 0.938 1.348 -1.339 0.00
H -2.5700 -2.1272 -3.1305 1.070 -0.198 -0.058 0.09
C -1.7391 -0.2361 -2.5918 -0.778 -0.942 -1.455 -0.28
```
Positions in Å, forces in eV/Å.

The structure (SMILES) is CCc1ccc(O)cc1.Cc1ccccc1. The value obtained for the LUMO energy is 0.0266 hartree. The calculation puts the HOMO energy at -8.1 eV. Its gap between HOMO and LUMO is 8.85 eV. The value obtained for the energy above the lowest of the compared OMol25 structures with the same formula, charge and spin is 351.58 kJ/mol. The charge is 0.